An isolated ion of composition C43H48OP and charge +1 at a distorted geometry, computed with ωB97M-V/def2-TZVPD.

XYZ file:
```
93
Properties=species:S:1:pos:R:3:forces:R:3:lowdin_charge:R:1
C -5.430418 1.112960 -0.360182 -0.27 0.22 0.07 -0.052
C -4.619282 0.059248 -1.049404 0.24 -0.04 0.07 -0.279
C -4.485719 -1.204845 -0.468451 -0.23 -0.11 -0.37 -0.027
C -3.592686 -2.143228 -0.977660 0.42 0.76 0.06 -0.210
C -3.639223 -3.563030 -0.471600 -0.04 -0.21 0.37 -0.038
C -2.699275 -1.701787 -1.981729 -0.25 -0.47 -0.45 -0.124
C -1.365860 -2.401401 -2.219736 -0.25 0.09 -0.19 -0.290
C -1.516706 -3.761653 -2.911452 0.17 -0.16 -0.06 -0.039
C -0.573525 -2.483014 -0.895910 -0.04 0.19 0.23 -0.086
C 0.041742 -1.088003 -0.465024 0.33 -0.41 -2.63 -0.225
C 1.443117 -0.989582 -1.117339 0.12 -0.25 0.08 -0.114
C 1.746214 0.037304 -2.049339 0.06 -0.02 0.49 -0.196
C 0.683023 0.903088 -2.679118 0.03 0.41 -0.07 -0.024
C 3.083950 0.283439 -2.379399 -0.09 -0.38 0.01 -0.005
C 4.102706 -0.588130 -1.989024 -0.18 -0.15 0.11 -0.271
C 5.552553 -0.270673 -2.245073 0.25 -0.06 -0.15 -0.043
C 3.740002 -1.756664 -1.313838 -0.10 0.32 -0.08 -0.021
C 2.446538 -1.950882 -0.817386 -0.01 0.73 -0.24 -0.218
C 2.261795 -3.150029 0.077473 0.21 -0.33 0.37 -0.039
C -3.073978 -0.613672 -2.792923 0.15 0.09 0.89 -0.208
C -2.543661 -0.458013 -4.189428 0.30 0.24 -0.23 -0.028
C -3.974765 0.313927 -2.263415 -0.27 -0.40 0.26 0.000
H -5.721613 1.897109 -1.068143 -0.02 -0.09 0.20 0.078
H -6.337977 0.687552 0.090846 0.22 0.17 -0.13 0.084
H -4.849878 1.581724 0.450917 -0.13 -0.14 -0.22 0.080
H -5.092596 -1.475665 0.401062 0.07 0.13 -0.30 0.125
H -3.899700 -4.258439 -1.282406 0.04 0.23 0.23 0.093
H -2.706567 -3.928029 -0.024499 -0.20 0.00 -0.19 0.059
H -4.411149 -3.650267 0.303527 0.11 0.01 -0.20 0.085
H -0.761068 -1.767423 -2.885615 -0.21 -0.07 0.07 0.125
H -2.250914 -3.692982 -3.730082 0.23 -0.08 0.31 0.090
H -0.559411 -4.080140 -3.348442 -0.21 -0.01 0.16 0.087
H -1.849055 -4.530775 -2.202518 0.07 0.12 -0.28 0.073
H -1.218573 -2.871159 -0.103486 0.21 0.05 -0.28 0.071
H 0.230651 -3.212204 -1.033286 -0.25 0.22 0.04 0.101
H -0.597871 -0.319939 -0.922348 0.07 -0.22 0.00 0.126
H 1.153592 1.755860 -3.184137 -0.09 -0.17 0.12 0.089
H 0.116298 0.365755 -3.453374 0.26 0.01 0.38 0.066
H -0.024754 1.313274 -1.950344 0.08 -0.15 -0.31 0.059
H 3.333881 1.160685 -2.975692 -0.09 -0.17 0.05 0.125
H 6.154782 -1.190424 -2.238844 -0.13 0.29 -0.04 0.085
H 5.694509 0.234463 -3.210584 -0.03 -0.14 0.27 0.086
H 5.960907 0.392697 -1.461286 -0.22 -0.21 -0.27 0.082
H 4.499334 -2.514311 -1.120247 -0.09 0.19 0.12 0.128
H 3.125749 -3.241295 0.755167 -0.26 0.03 -0.23 0.094
H 1.367372 -3.111851 0.704985 0.21 -0.10 -0.21 0.061
H 2.227965 -4.080586 -0.515482 -0.08 0.31 0.21 0.104
H -3.187904 0.230731 -4.749240 0.15 -0.18 0.09 0.089
H -1.528383 -0.044689 -4.218328 -0.23 -0.10 -0.09 0.052
H -2.524604 -1.420557 -4.721801 -0.02 0.30 0.17 0.090
H -4.172674 1.240288 -2.801613 -0.07 -0.18 0.04 0.119
C -1.935130 -2.077282 2.262898 -0.40 -0.44 0.32 0.010
C -1.487159 -0.886711 1.471446 -1.00 1.39 -0.59 -0.434
C -0.019695 -0.802215 1.000052 0.35 0.52 2.46 -0.207
P 0.629775 0.941172 1.576673 0.44 1.28 -0.42 1.244
C 2.381481 0.958259 2.104577 0.65 -0.25 -0.20 -0.274
C 3.325035 0.426167 1.216672 -0.18 -0.38 -0.20 -0.086
C 4.661681 0.270488 1.573844 -0.02 0.35 0.30 -0.044
C 5.115529 0.793125 2.791028 -0.35 -0.10 -0.18 -0.049
C 4.210194 1.434533 3.642004 -0.10 0.02 -0.16 -0.058
C 2.855583 1.509608 3.312788 -0.54 -0.15 -0.02 -0.049
C 0.472252 2.268868 0.336850 -0.11 0.53 -0.41 -0.316
C 1.585905 2.970478 -0.170518 -0.32 -0.46 0.19 -0.064
C 1.399946 4.057377 -1.023169 0.03 -0.04 0.03 -0.063
C 0.116016 4.490428 -1.347491 -0.09 -0.14 0.06 -0.054
C -0.998389 3.837572 -0.808125 0.13 0.05 -0.02 -0.054
C -0.823238 2.740440 0.029974 0.12 -0.28 0.13 -0.093
C -0.158540 1.711660 3.013852 -0.59 -0.43 0.61 -0.316
C -0.127623 3.111323 3.184211 0.16 -0.31 -0.22 -0.065
C -0.402028 3.674449 4.428357 -0.08 -0.33 -0.02 -0.053
C -0.752369 2.850910 5.502851 0.09 -0.12 -0.18 -0.052
C -0.857850 1.467396 5.318525 -0.04 0.02 -0.02 -0.053
C -0.564514 0.893760 4.079870 0.17 0.47 0.02 -0.067
O -2.255353 0.023486 1.168210 1.31 -1.21 0.61 0.087
H -1.507988 -2.057980 3.280717 -0.07 0.05 -0.36 0.092
H -3.030864 -2.059698 2.342786 0.36 0.06 0.00 0.104
H -1.638140 -3.038800 1.815998 0.07 0.42 0.14 0.087
H 0.597412 -1.494076 1.601466 -0.15 0.23 -0.22 0.125
H 2.988594 0.124126 0.224118 0.25 -0.08 0.42 0.070
H 5.339052 -0.257162 0.903480 -0.12 0.27 0.09 0.106
H 6.167590 0.712244 3.063103 -0.29 -0.01 -0.02 0.115
H 4.551199 1.875160 4.579452 -0.09 -0.13 -0.28 0.115
H 2.151786 2.005883 3.985907 0.34 -0.25 -0.09 0.104
H 2.594389 2.673013 0.111560 -0.21 0.02 -0.14 0.108
H 2.274924 4.567623 -1.431121 -0.30 -0.12 0.16 0.117
H -0.016591 5.347079 -2.010216 0.02 -0.26 0.20 0.116
H -2.008082 4.192417 -1.031768 0.37 -0.15 0.08 0.118
H -1.690672 2.249806 0.478679 0.23 0.09 -0.25 0.106
H 0.138894 3.758268 2.347511 0.00 -0.20 0.28 0.115
H -0.326601 4.755187 4.550338 -0.08 -0.31 0.00 0.118
H -0.931710 3.291388 6.484822 -0.02 -0.18 -0.30 0.116
H -1.157026 0.822270 6.146127 0.09 0.24 -0.22 0.116
H -0.624609 -0.186756 3.946928 0.07 0.28 0.16 0.095
```
Forces are in eV/Å.

Energy ... -2083.73269 Ha
Energy above the lowest of the compared OMol25 structures with the same formula, charge and spin ... 0.0 kcal per mole
Total charge ... +1

---

A 2-piece molecular cluster, C3H9BNO2 overall at a distorted geometry, computed with ωB97M-V/def2-TZVPD.

XYZ file:
```
16
Properties=species:S:1:pos:R:3:forces:R:3:lowdin_charge:R:1
B -1.541216 0.353556 -1.275335 2.54 -1.54 -3.14 -0.701
C 1.665017 -0.425410 3.143978 -0.90 1.07 3.68 0.243
C 1.286698 -0.190322 1.913960 0.53 -0.07 0.31 -0.009
C -0.153486 -0.244812 -1.955599 -0.67 0.91 0.74 -0.001
N 1.322844 0.044164 0.694375 0.79 1.02 -4.17 0.165
O -2.779846 0.245011 -1.746927 -1.40 0.31 0.18 0.224
O -1.262733 0.933158 -0.105699 0.76 0.32 1.31 0.168
H 1.755908 0.315812 3.969259 0.54 -0.28 -0.41 0.128
H 1.508568 -1.424212 3.372205 0.50 -2.19 1.60 0.084
H 0.735309 0.387167 -1.897656 -0.29 0.78 0.19 0.047
H 0.177512 -1.060259 -1.295579 -0.42 -0.68 -0.97 0.056
H 0.442093 0.292018 0.244279 -0.25 0.56 -0.69 0.082
H 2.253208 0.008914 0.227698 -1.20 0.13 0.04 0.200
H -0.215565 -0.393597 -3.023292 -0.18 -1.02 -0.10 0.060
H -3.147065 -0.054144 -2.591816 0.87 0.02 0.43 0.139
H -2.047245 1.212956 0.326150 -1.23 0.68 1.01 0.114
```
Forces are in eV/Å.

Energy ... -349.39363 Ha
Multiplicity ... 3
Energy above the lowest of the compared OMol25 structures with the same formula, charge and spin ... 41.8 kcal per mole
Total charge ... +1

---

C25H25BF5N10O3S3TeTi as an isolated structure at a distorted geometry, computed with ωB97M-V/def2-TZVPD.

XYZ file:
```
74
Properties=species:S:1:pos:R:3:forces:R:3:lowdin_charge:R:1
Ti -0.519658 -0.444547 -0.141994 1.13 0.21 -0.68 0.976
N 5.453151 5.790278 -2.085509 0.02 -0.29 0.08 0.089
C 4.804665 4.567910 -1.905766 0.11 0.10 0.00 -0.323
C 4.279250 4.223283 -0.665089 -0.04 0.05 0.08 -0.024
C 3.693124 2.983189 -0.467831 0.00 -0.14 -0.23 -0.046
C 3.612986 2.081176 -1.517162 0.00 0.14 0.03 -0.286
C 4.160051 2.405152 -2.754922 -0.09 -0.11 0.03 -0.081
C 4.744974 3.636673 -2.948546 0.07 0.08 -0.08 -0.035
S 3.003545 0.428633 -1.270717 -0.28 -0.74 0.36 0.655
O 3.559890 -0.364873 -2.334793 0.00 0.04 -0.23 -0.305
O 3.471028 0.094203 0.068450 -0.38 -0.09 0.28 -0.379
N 1.343737 0.201940 -1.279482 0.64 0.72 -1.00 -0.143
C 0.810002 0.636709 -2.502219 0.73 -0.07 0.01 -0.463
N -0.344627 0.105027 -2.887786 0.48 0.29 -0.10 0.100
C -0.872900 0.569594 -4.016284 -0.35 -0.39 0.28 -0.117
C -0.276561 1.537967 -4.793430 -0.10 0.00 -0.19 -0.057
C 0.952067 1.977984 -4.341161 0.31 0.07 0.20 -0.116
N 1.494810 1.540383 -3.220683 -0.24 0.08 -0.10 0.114
H 5.227675 6.504541 -1.417007 -0.06 0.10 -0.01 0.082
H 5.529068 6.118417 -3.030926 -0.06 0.07 -0.07 0.080
H 4.333092 4.927772 0.159128 0.00 -0.05 -0.04 0.113
H 3.307238 2.714127 0.499007 -0.11 0.01 0.16 0.055
H 4.111683 1.672521 -3.551524 0.02 0.11 0.06 0.108
H 5.169530 3.891112 -3.914857 0.01 -0.03 0.04 0.106
H -1.821513 0.120390 -4.300962 -0.01 0.08 0.04 0.121
H -0.729817 1.914572 -5.699355 0.02 -0.06 0.01 0.095
H 1.535426 2.712999 -4.893430 -0.05 -0.03 0.01 0.112
S 1.542459 1.554877 1.996407 0.39 0.04 0.10 0.734
C 2.666138 2.186860 3.185972 0.05 0.02 0.06 -0.608
C 3.989592 1.984608 3.538636 0.02 0.03 0.01 -0.083
C 4.478051 2.726626 4.614131 -0.05 -0.06 -0.10 -0.112
C 3.660688 3.618818 5.307585 -0.08 0.02 0.01 -0.114
C 2.331523 3.826254 4.938988 -0.02 0.00 -0.04 -0.089
C 1.856723 3.104903 3.855559 0.17 0.12 0.13 -0.629
S 0.349881 2.984339 2.962047 0.05 0.11 0.18 0.759
H 4.621563 1.285592 3.000207 -0.06 0.05 0.04 0.107
H 5.512083 2.607606 4.914875 -0.03 -0.02 0.02 0.092
H 4.067929 4.158018 6.155378 -0.02 0.01 -0.05 0.092
H 1.694454 4.517350 5.481428 0.09 -0.03 -0.04 0.105
B -3.324986 -2.326989 -1.300507 0.08 0.04 -0.11 -0.376
N -3.369064 -0.741349 -1.205896 0.51 -0.04 0.04 -0.054
C -4.479615 -0.029094 -1.389067 0.06 0.09 -0.09 -0.087
C -4.138180 1.306375 -1.567538 0.01 0.02 -0.11 -0.063
C -2.754282 1.330571 -1.462588 -0.04 -0.53 -0.29 -0.217
N -2.287804 0.085765 -1.233825 -1.42 0.09 -0.01 -0.126
N -1.880588 -2.925560 -1.109919 0.12 0.27 0.06 -0.079
C -1.629609 -4.208620 -0.862930 0.15 -0.08 -0.03 -0.090
C -0.257258 -4.426429 -0.952915 -0.01 -0.13 0.02 -0.062
C 0.268239 -3.177867 -1.253145 -0.29 0.02 -0.25 -0.153
N -0.714195 -2.262846 -1.338234 -0.23 -1.03 -0.02 -0.055
H -4.053094 -2.799837 -0.457800 0.08 0.05 -0.10 0.073
H -3.675391 -2.604286 -2.435351 -0.02 0.02 0.11 0.064
H -5.445750 -0.511495 -1.400747 0.12 -0.01 -0.03 0.129
H -4.797586 2.140969 -1.736816 0.03 -0.04 0.05 0.098
H -2.081169 2.167985 -1.523759 0.07 0.02 0.19 0.118
H -2.429618 -4.899809 -0.639223 0.03 0.13 -0.08 0.123
H 0.274512 -5.351966 -0.792311 -0.06 0.10 -0.07 0.089
H 1.289695 -2.887032 -1.443505 0.03 0.09 0.16 0.110
N 1.993082 -1.745501 1.475286 0.15 0.09 -0.16 0.018
C 2.316542 -2.684596 2.364109 0.08 -0.26 0.08 -0.083
C 1.139798 -3.252217 2.812597 0.03 -0.02 0.00 -0.047
C 0.136281 -2.565429 2.128581 -0.04 -0.02 0.17 -0.119
N 0.666685 -1.652793 1.316411 -0.02 0.06 -0.05 -0.048
H 2.617905 -1.099391 0.979551 -0.05 0.03 -0.11 0.079
H 3.348540 -2.899793 2.596978 -0.09 0.10 0.01 0.119
H 1.012339 -4.049378 3.527123 0.05 0.11 -0.04 0.094
H -0.930274 -2.676048 2.213423 0.03 0.06 -0.10 0.120
F -2.789507 2.199275 3.100129 -0.14 0.65 0.13 -0.484
Te -2.497958 1.157190 1.554321 -1.80 0.14 2.95 1.950
F -2.274935 3.066877 0.951602 0.20 -0.11 -0.27 -0.558
F -1.330216 0.342484 2.814790 0.67 0.15 -0.09 -0.473
F -3.731051 0.009390 2.676286 -0.45 -0.10 -0.64 -0.581
F -1.776880 -1.219663 0.893346 -0.27 -0.22 0.07 -0.404
O -0.603963 1.090925 0.592736 0.18 -0.15 -0.66 -0.710
```
Forces are in eV/Å.

Energy ... -4577.46267 Ha
Energy above the lowest of the compared OMol25 structures with the same formula, charge and spin ... 70.1 kcal per mole
Total charge ... -1

---

> Look up the energy above the lowest of the compared OMol25 structures with the same formula, charge and spin of the first one.

0.0 kcal per mole